Below is C14H22MgO8P2 as an isolated structure in a non-equilibrium geometry, with properties calculated with wB97M-V/def2-TZVPD.

Computed properties:
**Energy**: -2030.39937 Eh
**HOMO energy**: -14.8989 eV
**HOMO-LUMO gap**: 3.97 eV
**LUMO**: -10.9 eV
**Multiplicity**: 1
**Maximum force**: 4.78 eV Å⁻¹
**Net charge**: +2

```
47
Properties=species:S:1:pos:R:3:lowdin_charge:R:1
C 3.66 -2.27 -0.79 -0.06
C 3.12 -1.80 0.68 -0.25
O 2.40 -0.55 0.45 -0.30
P 2.50 0.51 1.77 0.69
O 2.51 -0.33 3.07 -0.33
C 0.89 1.54 1.88 -0.16
C -0.30 0.51 1.60 -0.23
C -1.78 1.18 1.43 -0.08
C -2.42 0.52 0.08 -0.02
C -2.78 -0.87 0.02 0.02
C -2.67 -1.96 1.21 -0.09
O -3.94 -2.40 1.75 -0.14
O -4.55 -3.31 0.95 0.03
C -3.36 -1.40 -1.38 -0.22
O -3.42 -2.62 -1.67 0.09
C -3.84 -0.39 -2.52 0.05
C -3.47 0.98 -2.44 -0.19
P -4.02 2.10 -3.88 0.76
O -2.85 2.20 -4.86 -0.45
C -2.61 1.45 -1.20 -0.25
O -2.06 2.57 -1.26 0.09
O 3.87 1.47 1.60 -0.23
C 4.08 1.94 0.23 -0.26
C 5.48 1.36 -0.34 -0.06
H 2.87 -1.86 -1.52 0.09
H 4.63 -1.72 -0.97 0.07
H 3.73 -3.40 -0.88 0.09
H 2.33 -2.58 1.00 0.12
H 3.95 -1.74 1.45 0.13
H 0.75 1.93 2.95 0.13
H 0.90 2.46 1.20 0.13
H -0.30 -0.29 2.47 0.07
H -0.08 -0.08 0.64 0.15
H -1.76 2.33 1.35 0.18
H -2.45 0.85 2.32 0.07
H -2.05 -1.59 2.13 0.06
H -2.04 -2.84 0.78 0.19
H -3.91 -3.97 0.58 0.14
H -4.44 -0.81 -3.39 0.14
H -4.49 3.35 -3.37 0.03
H -5.11 1.41 -4.54 0.04
H 4.11 3.09 0.28 0.14
H 3.24 1.68 -0.50 0.11
H 5.96 2.20 -0.94 0.09
H 5.34 0.47 -1.04 0.07
H 6.20 1.04 0.49 0.10
Mg -1.80 -0.35 3.12 1.22
```

=====

Below is a 2-piece molecular cluster, C2H5IO3 overall in a non-equilibrium geometry, with properties calculated with wB97M-V/def2-TZVPD.

Computed properties:
**Energy**: -602.47653 Eh
**HOMO energy (alpha / beta)**: -8.0209 / -6.8918 eV
**HOMO-LUMO gap (alpha / beta)**: 8.56 / 5.80 eV
**LUMO (alpha / beta)**: 0.5 / -1.1 eV
**Multiplicity**: 1
**Maximum force**: 1.36 eV Å⁻¹

```
11
Properties=species:S:1:pos:R:3:lowdin_charge:R:1
C 1.24 1.56 -0.03 -0.10
C -0.33 -1.05 -0.13 -0.65
O 0.13 2.20 -0.26 -0.14
O 0.14 -1.36 1.07 -0.04
O -0.67 -2.15 -0.84 -0.04
I -2.26 0.30 0.09 0.63
H 1.53 1.23 0.95 0.06
H 1.84 1.33 -0.90 0.06
H -0.52 2.14 0.46 -0.01
H -0.05 -2.29 1.29 0.12
H -1.06 -1.91 -1.68 0.09
```

=====

Below is an isolated ion of composition C7H11N2O and charge +1 in a non-equilibrium geometry, with properties calculated with wB97M-V/def2-TZVPD.

Computed properties:
**Energy**: -457.74194 Eh
**HOMO energy**: -14.2728 eV
**HOMO-LUMO gap**: 10.00 eV
**LUMO**: -4.3 eV
**Multiplicity**: 1
**Maximum force**: 5.15 eV Å⁻¹
**Net charge**: +1

```
21
Properties=species:S:1:pos:R:3:lowdin_charge:R:1
C 0.12 -2.16 1.18 0.00
C -0.91 -1.33 1.06 -0.05
C 1.34 -1.81 0.48 -0.10
C 0.82 1.63 0.12 -0.33
C 0.50 0.15 -0.42 -0.13
C 2.08 2.25 -0.29 0.02
C -2.22 -0.03 -0.50 -0.03
N 1.41 -0.79 -0.21 0.11
N -1.04 -0.10 0.34 -0.07
O 0.11 2.04 1.01 0.13
H 0.11 -3.12 1.79 0.16
H -1.83 -1.57 1.54 0.13
H 2.33 -2.30 0.77 0.16
H 0.22 0.18 -1.48 0.17
H 2.86 1.93 0.50 0.15
H 2.08 3.32 -0.31 0.10
H 2.40 1.79 -1.24 0.10
H -2.25 -0.83 -1.36 0.14
H -3.21 -0.12 -0.13 0.08
H -2.29 0.93 -1.15 0.14
H -0.89 0.70 0.98 0.12
```

=====

Below is a 8-piece molecular cluster, C54H121N9O8 overall in a non-equilibrium geometry, with properties calculated with wB97M-V/def2-TZVPD.

Computed properties:
**Energy**: -3224.52700 Eh
**HOMO energy**: -8.0424 eV
**HOMO-LUMO gap**: 8.48 eV
**LUMO**: 0.4 eV
**Multiplicity**: 1
**Maximum force**: 2.29 eV Å⁻¹

```
192
Properties=species:S:1:pos:R:3:lowdin_charge:R:1
C 1.26 6.76 4.01 -0.04
C 1.97 5.39 4.04 -0.50
C 3.35 5.59 4.73 -0.14
C 4.01 4.33 5.18 -0.20
C 3.12 3.47 6.10 -0.11
C 1.72 3.28 5.43 -0.50
N 1.18 4.50 4.87 -0.12
O -0.16 4.37 4.46 -0.01
C 1.90 2.16 4.35 -0.02
C 0.81 2.76 6.54 -0.04
C 2.15 4.88 2.60 -0.02
H 1.72 7.50 3.35 0.08
H 1.24 7.19 5.01 0.08
H 0.22 6.73 3.66 0.08
H 4.03 6.00 3.98 0.13
H 3.18 6.30 5.54 0.12
H 4.95 4.60 5.67 0.11
H 4.38 3.71 4.35 0.11
H 2.91 4.03 7.01 0.12
H 3.61 2.51 6.25 0.12
H 2.64 2.40 3.60 0.07
H 2.10 1.17 4.76 0.09
H 0.92 1.96 3.91 0.06
H 1.27 1.95 7.08 0.09
H 0.46 3.58 7.16 0.09
H -0.10 2.38 6.05 0.07
H 2.02 5.74 1.94 0.08
H 1.33 4.22 2.30 0.06
H 3.14 4.48 2.38 0.08
H -0.64 4.97 5.04 0.11
C -0.47 -8.20 0.62 -0.03
C -1.88 -7.57 0.75 -0.48
C -1.76 -6.57 1.92 -0.14
C -2.86 -5.51 1.94 -0.18
C -2.82 -4.74 0.63 -0.13
C -3.08 -5.70 -0.56 -0.52
N -2.15 -6.82 -0.50 -0.12
O -2.04 -7.59 -1.66 0.00
C -4.54 -6.17 -0.51 -0.02
C -2.83 -4.89 -1.82 -0.04
C -2.90 -8.67 1.08 -0.03
H -0.35 -8.90 -0.20 0.08
H -0.30 -8.74 1.55 0.08
H 0.30 -7.43 0.52 0.07
H -1.83 -7.09 2.89 0.12
H -0.76 -6.14 2.00 0.11
H -2.59 -4.84 2.77 0.09
H -3.85 -5.85 2.24 0.11
H -1.82 -4.30 0.55 0.11
H -3.64 -4.02 0.60 0.11
H -4.80 -6.68 0.41 0.06
H -5.30 -5.41 -0.67 0.09
H -4.70 -6.86 -1.36 0.08
H -3.33 -5.34 -2.67 0.08
H -3.18 -3.86 -1.74 0.08
H -1.77 -4.64 -1.94 0.09
H -3.84 -8.26 1.46 0.07
H -2.55 -9.38 1.83 0.08
H -3.19 -9.28 0.22 0.08
H -2.96 -7.82 -1.89 0.09
C -0.37 -1.84 -0.07 -0.02
C -0.17 -0.47 -0.76 -0.47
C -1.19 -0.30 -1.92 -0.12
C -1.37 1.14 -2.35 -0.18
C -1.65 2.05 -1.18 -0.13
C -0.58 2.01 -0.10 -0.49
N -0.28 0.59 0.24 -0.10
O 0.50 0.38 1.39 -0.02
C 0.65 2.81 -0.46 -0.02
C -1.22 2.56 1.18 -0.03
C 1.28 -0.52 -1.31 -0.02
H -1.19 -1.71 0.65 0.08
H 0.51 -2.14 0.49 0.05
H -0.60 -2.59 -0.83 0.08
H -0.67 -0.81 -2.73 0.11
H -2.13 -0.79 -1.68 0.12
H -2.19 1.09 -3.08 0.11
H -0.52 1.50 -2.93 0.10
H -2.63 1.87 -0.72 0.12
H -1.64 3.05 -1.63 0.13
H 1.11 2.41 -1.37 0.05
H 0.56 3.89 -0.63 0.08
H 1.33 2.74 0.39 0.08
H -0.68 2.53 2.13 0.07
H -1.49 3.60 1.00 0.10
H -2.16 2.03 1.37 0.05
H 1.72 0.33 -1.85 0.06
H 1.40 -1.33 -2.03 0.06
H 1.91 -0.69 -0.44 0.07
H -0.17 0.50 2.07 0.06
C -2.83 -0.56 7.71 -0.04
C -3.43 -1.22 6.45 -0.50
C -4.97 -0.97 6.57 -0.13
C -5.70 -1.37 5.27 -0.18
C -5.02 -0.60 4.14 -0.15
C -3.53 -0.79 3.97 -0.49
N -2.89 -0.50 5.28 -0.09
O -1.48 -0.61 5.25 -0.02
C -3.20 -2.17 3.36 -0.03
C -2.93 0.21 2.97 -0.04
C -3.17 -2.73 6.47 -0.03
H -2.80 0.53 7.63 0.08
H -1.86 -1.04 7.86 0.08
H -3.41 -0.62 8.63 0.08
H -5.40 -1.47 7.44 0.12
H -5.09 0.10 6.72 0.12
H -6.78 -1.20 5.34 0.11
H -5.70 -2.42 4.95 0.10
H -5.29 0.43 4.39 0.12
H -5.48 -0.86 3.18 0.12
H -3.76 -2.42 2.45 0.08
H -2.12 -2.24 3.21 0.07
H -3.39 -2.98 4.06 0.05
H -1.84 0.19 3.01 0.05
H -3.28 0.10 1.95 0.09
H -3.15 1.22 3.35 0.10
H -2.92 -3.03 7.49 0.09
H -2.31 -2.98 5.85 0.08
H -4.06 -3.29 6.18 0.08
H -1.20 0.28 4.99 0.09
C 3.60 2.15 -3.43 -0.01
C 3.66 3.02 -4.73 -0.49
C 2.37 2.80 -5.52 -0.14
C 1.17 3.62 -5.09 -0.19
C 1.48 5.09 -5.05 -0.14
C 2.71 5.32 -4.12 -0.49
N 3.81 4.45 -4.50 -0.12
O 5.06 4.88 -3.99 0.00
C 3.05 6.81 -4.40 -0.04
C 2.28 5.13 -2.64 -0.02
C 4.80 2.52 -5.62 -0.04
H 4.09 1.20 -3.61 0.07
H 2.55 1.97 -3.18 0.04
H 4.08 2.60 -2.56 0.09
H 2.45 2.95 -6.61 0.12
H 2.08 1.74 -5.53 0.12
H 0.86 3.23 -4.11 0.09
H 0.34 3.47 -5.78 0.09
H 0.63 5.68 -4.72 0.12
H 1.73 5.34 -6.08 0.12
H 3.37 6.93 -5.44 0.08
H 2.16 7.42 -4.24 0.08
H 3.81 7.20 -3.72 0.08
H 1.78 4.17 -2.52 0.03
H 3.17 5.23 -2.02 0.09
H 1.65 5.93 -2.25 0.09
H 5.12 3.27 -6.33 0.09
H 4.57 1.55 -6.06 0.09
H 5.71 2.26 -5.05 0.08
H 5.44 5.25 -4.79 0.10
C -2.23 0.76 -9.48 -0.06
C -2.07 2.22 -9.04 -0.41
C -0.87 2.36 -8.03 -0.25
O -0.55 1.23 -7.30 -0.19
C -1.41 0.94 -6.19 -0.08
N -1.84 3.00 -10.26 0.02
H -1.26 0.31 -9.73 0.08
H -2.80 0.78 -10.41 0.08
H -2.68 0.07 -8.77 0.07
H -2.95 2.59 -8.52 0.13
H -1.06 3.29 -7.48 0.11
H 0.03 2.69 -8.56 0.12
H -0.80 0.53 -5.40 0.08
H -2.24 0.33 -6.56 0.08
H -1.89 1.87 -5.85 0.09
H -1.04 2.58 -10.72 0.07
H -1.41 3.91 -10.09 0.07
C 3.11 -2.42 -3.77 -0.08
C 4.01 -2.76 -2.57 -0.42
C 3.70 -4.06 -1.88 -0.22
O 2.49 -4.00 -1.14 -0.21
C 2.33 -5.08 -0.24 -0.09
N 5.39 -2.69 -3.08 0.02
H 3.18 -1.38 -4.09 0.07
H 2.07 -2.71 -3.59 0.07
H 3.39 -2.97 -4.67 0.08
H 3.94 -1.95 -1.84 0.13
H 4.51 -4.30 -1.19 0.13
H 3.64 -4.87 -2.63 0.13
H 2.19 -5.98 -0.84 0.09
H 1.41 -4.83 0.29 0.07
H 3.06 -5.13 0.57 0.09
H 5.46 -3.38 -3.84 0.07
H 5.56 -1.87 -3.65 0.06
C 2.22 -1.88 3.69 -0.68
O 2.75 -2.11 4.78 0.01
N 0.89 -2.01 3.43 0.17
N 2.94 -1.52 2.58 0.17
H 0.31 -2.22 4.23 0.09
H 0.59 -1.93 2.48 0.05
H 3.93 -1.67 2.59 0.10
H 2.44 -1.42 1.71 0.06
```